*a*
Molecular formula: C44H121N11O11
Method: DFT, ωB97M-V with the def2-TZVPD basis set

Summary:
- SMILES string: COC[C@H](C)N.COC[C@H](C)N.COC[C@H](C)N.COC[C@H](C)N.COC[C@H](C)N.COC[C@H](C)N.COC[C@H](C)N.COC[C@H](C)N.COC[C@H](C)N.COC[C@H](C)N.COC[C@H](C)N
- HOMO: -8.9 eV
- LUMO level: 0.22 eV

Last column: Löwdin charge in e.
Atoms and positions in Å:
C -5.15425 -4.55208 -12.49774  -0.069
C -4.66178 -3.30038 -11.75232  -0.429
C -4.63337 -3.52020 -10.25128  -0.240
O -4.58992 -2.29502 -9.56352  -0.175
C -4.51681 -2.42217 -8.13570  -0.106
N -3.41501 -2.84350 -12.38333  0.040
H -6.12365 -4.88135 -12.12363  0.070
H -4.47792 -5.39195 -12.33870  0.075
H -5.22760 -4.28571 -13.55213  0.075
H -5.38572 -2.49758 -11.89212  0.138
H -3.93115 -4.27965 -9.90746  0.129
H -5.58788 -3.95481 -9.95441  0.118
H -4.70485 -1.47159 -7.63654  0.081
H -3.51751 -2.69593 -7.79722  0.082
H -5.23083 -3.06755 -7.62409  0.083
H -2.60470 -3.09954 -11.83751  0.065
H -3.34928 -1.84229 -12.26772  0.064
C -1.06037 6.95498 5.37578  -0.090
C -0.07159 7.99500 4.92849  -0.403
C 0.80136 8.42542 6.17998  -0.216
O -0.02632 8.95900 7.19554  -0.173
C 0.69995 9.13755 8.42687  -0.103
N 0.71285 7.32123 3.83424  0.024
H -0.64052 6.06030 5.83554  0.085
H -1.63775 6.65912 4.49990  0.071
H -1.82715 7.31057 6.06405  0.076
H -0.50346 8.92697 4.56377  0.129
H 1.56085 9.13616 5.85421  0.115
H 1.33726 7.51532 6.44948  0.119
H -0.01030 9.57068 9.13117  0.082
H 1.64325 9.68370 8.42179  0.089
H 0.79521 8.23546 9.03125  0.080
H 0.17425 7.09715 3.00975  0.061
H 1.38907 8.01003 3.53698  0.056
C 4.90038 -0.34716 7.77523  -0.070
C 3.72689 -0.42283 8.76311  -0.421
C 3.98650 -1.44940 9.93205  -0.169
O 3.92765 -2.77340 9.36058  -0.218
C 5.01213 -3.70736 9.63224  -0.083
N 3.61507 0.95581 9.19883  0.002
H 5.83593 0.01309 8.20307  0.085
H 4.57304 0.18506 6.88210  0.077
H 5.19380 -1.34390 7.44580  0.068
H 2.74943 -0.54934 8.29763  0.131
H 3.25500 -1.46003 10.74005  0.114
H 4.89883 -1.13796 10.44075  0.118
H 4.96722 -4.67054 9.12394  0.081
H 4.96267 -3.79415 10.71765  0.081
H 5.99409 -3.32827 9.34910  0.075
H 3.75276 1.52180 8.37373  0.059
H 2.65269 1.09954 9.46951  0.068
C -0.53706 1.22172 -1.19492  -0.061
C -0.16409 1.76537 0.17755  -0.429
C -0.34567 0.75510 1.37922  -0.189
O -1.70159 0.48646 1.72527  -0.197
C -1.93403 0.10593 3.08856  -0.107
N 1.19992 2.23088 0.29099  0.023
H -0.77043 2.01230 -1.90811  0.068
H -1.44396 0.62104 -1.26431  0.080
H 0.37704 0.75844 -1.56628  0.076
H -0.85896 2.59248 0.32301  0.128
H 0.00869 1.15303 2.33010  0.099
H 0.31809 -0.10517 1.46566  0.122
H -2.01409 0.89393 3.83740  0.082
H -1.10295 -0.45929 3.51039  0.077
H -2.79870 -0.55739 3.06775  0.088
H 1.23760 2.83642 1.09847  0.070
H 1.38753 2.97008 -0.37119  0.071
C -0.49153 7.96394 -3.49197  -0.078
C -1.87905 8.25541 -4.16156  -0.406
C -2.66441 9.33659 -3.34447  -0.183
O -2.76340 8.89375 -1.98401  -0.199
C -3.16664 9.95201 -1.15277  -0.117
N -1.41353 8.73164 -5.44505  0.007
H 0.13162 8.84916 -3.36482  0.075
H 0.05921 7.20862 -4.05258  0.068
H -0.62768 7.61271 -2.46912  0.059
H -2.44749 7.33189 -4.27151  0.131
H -3.62723 9.36151 -3.85483  0.122
H -2.09084 10.26251 -3.38692  0.122
H -3.05403 9.58830 -0.13142  0.089
H -4.20435 10.23764 -1.32498  0.087
H -2.48226 10.78304 -1.32338  0.084
H -2.02392 9.38200 -5.91893  0.067
H -1.37263 7.93849 -6.06902  0.073
C 3.00144 -5.63135 -1.50328  -0.076
C 4.29518 -5.30473 -0.78251  -0.460
C 5.21679 -6.45091 -0.51099  -0.245
O 4.59625 -7.35688 0.35876  -0.175
C 5.39731 -8.46012 0.76914  -0.083
N 4.99426 -4.28721 -1.57418  0.040
H 2.38024 -6.28445 -0.89034  0.073
H 3.09182 -6.30520 -2.35525  0.078
H 2.35541 -4.81538 -1.82722  0.074
H 3.89393 -4.94660 0.16556  0.135
H 6.09534 -5.95766 -0.09509  0.119
H 5.66960 -6.79897 -1.43938  0.131
H 4.84129 -9.38129 0.94341  0.088
H 6.01461 -8.10633 1.59489  0.088
H 6.03831 -8.65718 -0.09015  0.079
H 5.63147 -3.90263 -0.89142  0.066
H 4.36209 -3.55330 -1.86027  0.067
C -13.74938 -0.95704 7.74841  -0.066
C -13.08682 -2.36590 7.73003  -0.412
C -11.65052 -2.31104 8.32991  -0.151
O -10.59857 -1.46472 7.70987  -0.198
C -10.31280 -1.61763 6.35645  -0.149
N -13.92801 -3.22886 8.58690  0.027
H -13.17817 -0.18155 7.23808  0.070
H -13.89623 -0.68895 8.79466  0.079
H -14.63064 -1.08896 7.12065  0.073
H -12.93525 -2.64864 6.68831  0.125
H -11.21376 -3.27971 8.57288  0.116
H -11.62548 -1.85058 9.31755  0.117
H -9.44741 -1.11367 5.92609  0.086
H -11.16515 -1.38454 5.71829  0.074
H -10.11699 -2.67007 6.15125  0.082
H -14.89313 -3.05728 8.34359  0.061
H -13.92603 -2.87415 9.53255  0.065
C -4.45281 -10.87147 9.33376  -0.087
C -3.31973 -10.53078 8.43187  -0.460
C -2.49619 -9.22955 8.76391  -0.189
O -1.63613 -9.10710 7.62686  -0.200
C -1.00167 -7.79054 7.39544  -0.063
N -2.47186 -11.66710 8.50457  0.018
H -5.08240 -10.00328 9.52858  0.073
H -4.11209 -11.04478 10.35453  0.075
H -5.05376 -11.74487 9.08050  0.084
H -3.66951 -10.44008 7.40352  0.141
H -2.03912 -9.33068 9.74826  0.120
H -3.25053 -8.45632 8.90949  0.112
H -0.70788 -7.64693 6.35565  0.077
H -0.12157 -7.69956 8.03202  0.081
H -1.69476 -6.95346 7.47921  0.078
H -1.61666 -11.46704 8.00587  0.066
H -2.06829 -11.87670 9.40641  0.074
C 9.76932 1.14818 0.13231  -0.064
C 9.42439 0.97280 1.60875  -0.450
C 9.81605 2.17467 2.42180  -0.166
O 11.28713 2.35335 2.50076  -0.182
C 11.75491 3.52059 1.87574  -0.147
N 7.99904 0.64541 1.57947  0.026
H 9.48703 0.48165 -0.68262  0.084
H 10.83953 1.35380 0.15361  0.071
H 9.44354 2.15393 -0.13311  0.071
H 9.92123 0.10868 2.04980  0.140
H 9.52048 2.05322 3.46392  0.121
H 9.30401 3.03414 1.98911  0.119
H 11.67402 4.44850 2.44190  0.080
H 11.26235 3.73733 0.92785  0.076
H 12.82398 3.44349 1.67761  0.085
H 7.52989 0.28333 2.39734  0.068
H 7.44527 1.24871 0.98832  0.069
C 0.41572 3.45165 -13.83712  -0.041
C -0.49696 3.24955 -12.47902  -0.350
C -0.34649 4.54939 -11.62495  -0.172
O -1.15992 4.39602 -10.39212  -0.225
C -0.86836 3.42510 -9.36388  -0.108
N -1.96782 3.03180 -12.78624  0.035
H 1.25417 4.14763 -13.81021  0.062
H -0.17671 3.82234 -14.67361  0.056
H 0.67139 2.42718 -14.10765  0.060
H -0.06120 2.49791 -11.82079  0.110
H -0.69088 5.44683 -12.13886  0.118
H 0.70718 4.73179 -11.41383  0.108
H 0.07885 3.61006 -8.85723  0.074
H -0.82587 2.38027 -9.67147  0.075
H -1.54437 3.59232 -8.52535  0.083
H -2.44850 3.01223 -11.89815  0.054
H -2.31379 3.69200 -13.46781  0.061
C 1.95798 -2.46286 -7.45429  -0.071
C 3.35098 -2.16393 -8.02507  -0.436
C 3.62715 -0.60696 -7.90585  -0.142
O 3.75718 -0.26571 -6.46289  -0.199
C 4.56883 0.83578 -6.20000  -0.138
N 4.28167 -3.00810 -7.30229  0.034
H 1.29826 -1.88509 -8.10164  0.071
H 1.90266 -2.14075 -6.41444  0.079
H 1.67376 -3.51297 -7.52199  0.077
H 3.44096 -2.42303 -9.08000  0.127
H 2.82779 -0.09887 -8.44526  0.110
H 4.50224 -0.40351 -8.52304  0.111
H 5.52354 0.56999 -6.65385  0.081
H 4.73849 1.11581 -5.16034  0.088
H 4.23261 1.74232 -6.70324  0.082
H 3.97146 -2.98125 -6.34149  0.063
H 5.12219 -2.45187 -7.23715  0.064

=====

*b*
Molecular formula: C44H121N11O11
Method: DFT, ωB97M-V with the def2-TZVPD basis set

Summary:
- SMILES string: COC[C@H](C)N.COC[C@H](C)N.COC[C@H](C)N.COC[C@H](C)N.COC[C@H](C)N.COC[C@H](C)N.COC[C@H](C)N.COC[C@H](C)N.COC[C@H](C)N.COC[C@H](C)N.COC[C@H](C)N
- HOMO: -8.8 eV
- LUMO level: 0.48 eV

Last column: Löwdin charge in e.
Atoms and positions in Å:
C 10.09225 -7.31687 -24.90240  -0.056
C 11.40294 -7.21977 -24.15809  -0.438
C 11.80266 -8.55898 -23.59166  -0.211
O 12.88450 -8.37463 -22.66912  -0.197
C 13.37504 -9.61381 -22.24866  -0.127
N 12.53410 -6.76311 -25.00123  0.045
H 9.88313 -6.37129 -25.41021  0.080
H 9.26331 -7.65945 -24.28533  0.058
H 10.11732 -8.00163 -25.75828  0.086
H 11.31836 -6.57399 -23.27188  0.134
H 12.07999 -9.31347 -24.33586  0.135
H 10.98703 -9.00026 -22.99556  0.105
H 13.70638 -10.28776 -23.05311  0.090
H 12.57581 -10.21051 -21.78160  0.073
H 14.20841 -9.47923 -21.56497  0.090
H 13.33989 -6.82108 -24.37829  0.066
H 12.43094 -5.75625 -25.12125  0.071
C 8.33379 -11.17064 -22.08006  -0.056
C 7.39712 -11.64938 -23.18224  -0.423
C 6.43403 -12.73310 -22.65938  -0.200
O 7.23348 -13.77572 -22.13700  -0.184
C 6.50066 -14.93577 -21.86636  -0.137
N 6.62755 -10.53516 -23.74424  0.048
H 9.05969 -10.47484 -22.52126  0.061
H 8.96337 -11.98154 -21.71223  0.059
H 7.79108 -10.60719 -21.32329  0.074
H 7.97450 -12.12605 -23.98534  0.126
H 5.75012 -13.10659 -23.42274  0.117
H 5.94970 -12.22210 -21.81059  0.134
H 7.16270 -15.74044 -21.53139  0.058
H 6.04694 -15.41252 -22.74159  0.057
H 5.75502 -14.80852 -21.07247  0.088
H 5.67719 -10.56954 -23.38907  0.022
H 6.94229 -9.64690 -23.35753  0.023
C 9.57824 -17.68159 -27.93578  -0.081
C 9.85924 -16.72175 -26.79848  -0.420
C 9.84116 -17.45550 -25.46391  -0.219
O 9.66444 -16.55534 -24.38936  -0.214
C 9.48225 -17.20489 -23.15872  -0.110
N 11.17343 -16.09704 -27.06179  0.048
H 8.61437 -18.20697 -27.88163  0.069
H 10.32886 -18.44781 -28.13251  0.079
H 9.45028 -17.14159 -28.87856  0.078
H 9.12726 -15.91411 -26.80334  0.126
H 10.80425 -17.97101 -25.31956  0.126
H 9.08524 -18.25491 -25.44005  0.123
H 9.63547 -16.47786 -22.36032  0.079
H 10.25182 -17.97468 -22.99982  0.088
H 8.49190 -17.66433 -23.07431  0.085
H 11.25725 -15.20638 -26.58207  0.058
H 11.90862 -16.68485 -26.68381  0.067
C 6.44316 -15.22625 -14.58884  -0.064
C 6.51543 -16.00597 -15.89520  -0.451
C 7.95778 -15.97392 -16.42209  -0.234
O 8.17212 -16.62421 -17.64733  -0.182
C 7.84880 -15.86449 -18.80674  -0.093
N 6.07464 -17.38029 -15.69066  0.044
H 5.42915 -14.98233 -14.28903  0.077
H 6.96352 -14.26903 -14.70472  0.076
H 7.04032 -15.75355 -13.84052  0.081
H 5.85680 -15.52898 -16.63052  0.129
H 8.50652 -16.60455 -15.70027  0.128
H 8.49514 -15.02398 -16.30007  0.126
H 6.94889 -16.32561 -19.22701  0.066
H 8.65562 -15.80634 -19.53461  0.080
H 7.54309 -14.84360 -18.55559  0.096
H 6.66839 -17.80048 -14.97989  0.073
H 6.26792 -17.92782 -16.52495  0.058
C 6.88839 -5.60220 -21.25323  -0.059
C 7.62773 -6.81324 -21.79763  -0.406
C 8.81713 -7.25447 -20.94587  -0.207
O 9.62460 -6.13585 -20.63965  -0.200
C 10.84722 -6.48212 -20.01776  -0.099
N 6.70768 -7.99946 -21.85310  0.043
H 6.11682 -5.35351 -21.99031  0.070
H 7.53937 -4.72400 -21.27387  0.079
H 6.43386 -5.73726 -20.27303  0.084
H 7.95512 -6.58793 -22.81361  0.122
H 9.44900 -7.97173 -21.48373  0.107
H 8.40158 -7.68223 -20.02224  0.131
H 10.72963 -7.12373 -19.13983  0.089
H 11.27280 -5.52810 -19.70976  0.089
H 11.51499 -6.95607 -20.74574  0.073
H 6.04022 -7.71949 -22.58482  0.022
H 6.12626 -7.84890 -21.02650  0.072
C -0.38761 -9.88680 -23.88094  -0.063
C -0.74624 -11.35349 -24.03023  -0.439
C 0.22344 -12.25347 -23.26309  -0.207
O 1.56297 -11.98680 -23.58317  -0.197
C 2.02767 -12.45886 -24.82905  -0.093
N -2.06857 -11.55124 -23.43114  0.031
H 0.57772 -9.68020 -24.35557  0.066
H -0.27312 -9.60846 -22.83298  0.088
H -1.07662 -9.20909 -24.38914  0.076
H -0.76529 -11.61996 -25.09543  0.129
H -0.03891 -13.29575 -23.47868  0.098
H 0.08679 -12.04333 -22.20243  0.133
H 1.88682 -13.54778 -24.88010  0.075
H 3.09235 -12.23778 -24.82610  0.081
H 1.49727 -12.05015 -25.69414  0.087
H -2.41158 -12.50101 -23.49693  0.065
H -2.78112 -10.91649 -23.75596  0.065
C 5.71265 -15.60967 -27.39063  -0.050
C 5.64457 -15.72451 -25.86702  -0.427
C 5.37479 -17.12906 -25.37555  -0.213
O 4.07873 -17.51063 -25.78909  -0.196
C 3.76452 -18.84300 -25.48041  -0.113
N 6.81650 -15.24401 -25.15244  0.079
H 4.74377 -15.92371 -27.79096  0.077
H 6.46839 -16.27701 -27.81863  0.069
H 5.89115 -14.59051 -27.72842  0.077
H 4.79326 -15.07270 -25.63708  0.122
H 5.47434 -17.18760 -24.28464  0.115
H 6.11342 -17.82202 -25.81148  0.128
H 3.81817 -19.04295 -24.40319  0.077
H 4.45948 -19.54262 -25.96745  0.089
H 2.77363 -19.04910 -25.87851  0.091
H 7.08653 -14.28174 -25.28275  0.083
H 7.61175 -15.85707 -25.26049  0.045
C -1.11859 -16.64623 -20.67792  -0.070
C -0.51583 -15.74000 -21.72621  -0.429
C 0.85415 -16.28823 -22.10968  -0.208
O 1.41420 -15.50867 -23.15324  -0.199
C 2.78537 -15.80419 -23.29762  -0.090
N -1.39476 -15.68090 -22.90763  0.041
H -1.10497 -17.70547 -20.94674  0.080
H -2.17798 -16.43246 -20.51325  0.080
H -0.61694 -16.52615 -19.71579  0.074
H -0.36920 -14.71261 -21.38890  0.134
H 0.82168 -17.33002 -22.45990  0.133
H 1.52517 -16.23547 -21.23732  0.114
H 3.18818 -15.44054 -24.23915  0.064
H 2.94176 -16.88990 -23.36156  0.081
H 3.34682 -15.41039 -22.44550  0.093
H -1.69295 -16.61543 -23.17657  0.072
H -0.83142 -15.38437 -23.70159  0.053
C 5.54977 -19.07186 -20.94802  -0.046
C 5.12574 -19.22145 -19.48084  -0.437
C 3.90926 -18.40991 -19.10899  -0.222
O 3.99875 -17.05658 -19.52532  -0.201
C 3.27555 -16.20632 -18.65992  -0.110
N 4.83536 -20.61560 -19.10333  0.034
H 4.63484 -19.02884 -21.54838  0.074
H 6.21219 -19.88114 -21.24737  0.073
H 6.04599 -18.11646 -21.13925  0.058
H 5.93467 -18.89494 -18.81800  0.128
H 3.88024 -18.47593 -18.01409  0.117
H 2.94230 -18.78623 -19.46955  0.133
H 3.41630 -16.47140 -17.60996  0.083
H 2.21691 -16.20118 -18.94366  0.073
H 3.60330 -15.17019 -18.76727  0.087
H 5.62938 -21.19732 -19.35413  0.068
H 4.10503 -20.94477 -19.73547  0.073
C 3.50917 -9.15151 -23.26999  -0.063
C 3.51984 -7.79655 -23.93729  -0.420
C 3.04291 -6.70835 -22.97670  -0.228
O 1.69075 -6.83849 -22.64446  -0.184
C 0.83113 -5.88572 -23.22465  -0.106
N 4.86822 -7.47498 -24.43425  0.047
H 2.56544 -9.41024 -22.78603  0.077
H 4.17878 -9.20279 -22.40316  0.078
H 3.75112 -9.92192 -24.00274  0.069
H 2.81267 -7.80572 -24.77640  0.139
H 3.19448 -5.75075 -23.51385  0.120
H 3.70268 -6.54789 -22.11565  0.119
H -0.19695 -6.21957 -23.08096  0.085
H 0.99091 -5.77172 -24.29879  0.089
H 0.92394 -4.94583 -22.67175  0.089
H 5.33792 -8.33576 -24.69998  0.060
H 4.79651 -6.88727 -25.25406  0.080
C 11.80062 -13.20654 -21.78561  -0.069
C 12.69541 -13.98328 -22.75235  -0.415
C 13.17545 -15.25573 -22.06182  -0.199
O 14.14475 -15.84604 -22.93139  -0.200
C 14.25202 -17.24875 -22.78679  -0.110
N 11.91036 -14.30701 -23.96231  0.057
H 11.09120 -13.88230 -21.30355  0.078
H 11.24553 -12.40259 -22.27376  0.061
H 12.41225 -12.69822 -21.03571  0.077
H 13.53306 -13.36630 -23.07863  0.130
H 12.32539 -15.93814 -21.95636  0.117
H 13.68169 -15.03290 -21.11658  0.131
H 13.29568 -17.73582 -23.01943  0.077
H 14.47031 -17.51131 -21.74229  0.088
H 15.06105 -17.56519 -23.43725  0.088
H 12.10012 -15.25076 -24.28290  0.047
H 10.93155 -14.30997 -23.68975  0.054

=====

*c*
Molecular formula: C44H121N11O11
Method: DFT, ωB97M-V with the def2-TZVPD basis set

Summary:
- SMILES string: COC[C@H](C)N.COC[C@H](C)N.COC[C@H](C)N.COC[C@H](C)N.COC[C@H](C)N.COC[C@H](C)N.COC[C@H](C)N.COC[C@H](C)N.COC[C@H](C)N.COC[C@H](C)N.COC[C@H](C)N
- HOMO: -8.5 eV
- LUMO level: 0.54 eV

Last column: Löwdin charge in e.
Atoms and positions in Å:
C 0.91132 0.50176 5.72639  -0.063
C -0.33760 -0.31505 5.61603  -0.440
C -1.51091 0.31057 4.77246  -0.156
O -1.03890 1.08094 3.70697  -0.231
C -1.88310 1.99661 3.08266  -0.107
N -0.04883 -1.62833 5.19508  0.033
H 1.43070 0.55181 4.76940  0.069
H 1.59388 -0.06275 6.36165  0.079
H 0.74160 1.49114 6.15113  0.084
H -0.70003 -0.40220 6.64031  0.132
H -2.13684 0.92884 5.41593  0.121
H -2.16720 -0.40813 4.28169  0.111
H -1.96406 2.94728 3.60969  0.084
H -2.91573 1.64958 3.11931  0.086
H -1.54972 2.08744 2.04888  0.083
H 0.61625 -2.15728 5.74096  0.087
H 0.28888 -1.57174 4.24489  0.047
C -4.82337 -2.39300 0.89177  -0.058
C -4.67452 -3.16955 2.14764  -0.434
C -3.96979 -4.47056 1.96623  -0.152
O -2.59464 -4.30116 1.38557  -0.228
C -2.06421 -5.54781 0.92795  -0.107
N -3.99590 -2.39545 3.19584  0.072
H -5.23922 -2.99189 0.08152  0.081
H -3.87255 -2.01254 0.51857  0.070
H -5.51507 -1.56360 1.03924  0.081
H -5.61571 -3.48729 2.59631  0.133
H -4.45959 -5.17161 1.29042  0.114
H -3.82266 -5.13855 2.81490  0.108
H -1.06549 -5.37439 0.52721  0.062
H -2.65611 -5.97423 0.11806  0.088
H -1.96180 -6.25532 1.75077  0.082
H -4.32766 -2.63712 4.11867  0.021
H -3.01292 -2.62663 3.17568  0.044
C -1.45410 -6.05952 5.62683  -0.055
C -2.28228 -4.73668 5.52390  -0.399
C -3.78073 -4.89490 5.90056  -0.137
O -4.49684 -3.70090 5.44125  -0.305
C -5.87154 -3.60013 5.77156  -0.075
N -1.69253 -3.87464 6.55162  0.044
H -1.73372 -6.59167 6.53608  0.072
H -0.37583 -5.90469 5.58852  0.069
H -1.70498 -6.78583 4.85376  0.058
H -2.32056 -4.35796 4.50253  0.110
H -3.91832 -4.97907 6.97856  0.125
H -4.33625 -5.60968 5.29344  0.123
H -6.06378 -4.27169 6.60831  0.092
H -6.36257 -3.82633 4.82508  0.080
H -6.06344 -2.54254 5.95261  0.094
H -2.40646 -3.17553 6.69876  0.063
H -0.88413 -3.39569 6.18122  0.028
C -0.99619 2.71801 -3.91873  -0.062
C -0.79001 1.21158 -3.90683  -0.405
C -2.04434 0.31517 -3.44861  -0.138
O -3.05853 0.10895 -4.45787  -0.190
C -3.87332 1.13371 -4.84312  -0.147
N -0.37469 0.85420 -5.23074  0.038
H -1.04157 3.10567 -2.90101  0.075
H -1.86779 3.08712 -4.45925  0.064
H -0.18891 3.14505 -4.51375  0.070
H -0.01684 1.06084 -3.15345  0.117
H -2.41352 0.80321 -2.54659  0.110
H -1.61601 -0.61057 -3.06438  0.095
H -4.87735 0.78788 -5.08892  0.087
H -3.33691 1.46153 -5.73357  0.084
H -4.03539 1.89458 -4.07964  0.089
H -0.16279 -0.13029 -5.30807  0.086
H -1.04974 0.95993 -5.97453  0.078
C 0.84970 5.88642 -1.04314  -0.039
C -0.21000 5.72521 0.14521  -0.366
C 0.10478 4.78932 1.29129  -0.205
O 1.14211 5.23885 2.16885  -0.201
C 1.01092 4.92247 3.54826  -0.082
N -0.29736 7.07910 0.71507  0.030
H 1.75433 6.36689 -0.67044  0.064
H 0.45138 6.35670 -1.94218  0.063
H 1.27907 4.93643 -1.36135  0.044
H -1.20220 5.46118 -0.22074  0.114
H 0.27507 3.79101 0.88821  0.111
H -0.81924 4.57743 1.82925  0.096
H -0.04053 5.12204 3.75491  0.082
H 1.62829 5.58297 4.15711  0.086
H 1.31930 3.88672 3.69048  0.085
H 0.17858 7.08656 1.60587  0.055
H -1.20465 7.44989 0.95890  0.061
C 0.51098 -8.74376 0.71203  -0.054
C 1.20491 -7.62195 -0.05860  -0.433
C 2.67507 -7.36531 0.28269  -0.140
O 2.96507 -7.19207 1.71198  -0.170
C 2.09686 -6.33252 2.36045  -0.150
N 1.10990 -8.01356 -1.45511  0.021
H -0.55829 -8.57112 0.83434  0.070
H 0.92185 -8.71098 1.72109  0.061
H 0.59394 -9.77279 0.36229  0.081
H 0.63229 -6.69603 -0.00498  0.102
H 3.16541 -6.62421 -0.34853  0.121
H 3.27438 -8.25536 0.09106  0.125
H 2.53838 -5.79242 3.19798  0.090
H 1.28297 -6.91550 2.79151  0.071
H 1.56901 -5.59231 1.75915  0.082
H 0.20817 -8.29181 -1.81506  0.077
H 1.76420 -8.76153 -1.63544  0.072
C 1.84511 -4.91700 -3.39831  -0.044
C 1.63657 -3.66026 -2.47245  -0.402
C 2.83671 -2.68153 -2.36404  -0.173
O 4.05292 -3.43988 -2.51678  -0.193
C 5.20575 -2.68084 -2.19708  -0.096
N 0.36294 -3.06924 -2.78457  0.042
H 0.87934 -5.39171 -3.57165  0.061
H 2.38887 -5.72570 -2.91002  0.051
H 2.39213 -4.80327 -4.33423  0.076
H 1.54424 -4.04358 -1.45625  0.116
H 2.77530 -2.31092 -1.34082  0.099
H 2.74515 -1.80431 -3.00452  0.101
H 5.27948 -1.82409 -2.86688  0.070
H 6.14563 -3.23066 -2.24646  0.088
H 5.06801 -2.40429 -1.15178  0.086
H -0.13923 -3.75149 -3.33454  0.057
H -0.19167 -3.02085 -1.94186  0.054
C -4.54350 3.95155 1.10554  -0.059
C -5.07132 5.31807 0.84926  -0.455
C -5.10629 5.89177 -0.57666  -0.155
O -3.68975 6.12740 -0.79640  -0.206
C -3.48497 6.69435 -2.07829  -0.110
N -6.38491 5.40200 1.49128  0.022
H -4.93625 3.48084 2.00680  0.081
H -3.46519 4.03416 1.24163  0.063
H -4.80201 3.39542 0.20443  0.084
H -4.44195 5.98618 1.43716  0.128
H -5.83923 6.65984 -0.82359  0.125
H -5.32596 5.04348 -1.22494  0.118
H -4.04395 7.61968 -2.21759  0.085
H -3.77835 6.06925 -2.92166  0.084
H -2.40977 6.86853 -2.11961  0.083
H -6.31656 5.76342 2.43192  0.070
H -6.91397 6.12408 1.02353  0.053
C 3.04617 3.75512 -6.87429  -0.072
C 2.98356 2.26721 -7.14303  -0.419
C 2.78021 1.42532 -5.78333  -0.147
O 4.08404 1.49569 -5.09528  -0.190
C 3.96445 0.75658 -3.90221  -0.141
N 1.83465 2.04202 -7.96059  0.024
H 3.27264 4.26603 -7.81013  0.073
H 3.81131 4.07148 -6.16536  0.073
H 2.05737 4.15476 -6.64924  0.077
H 3.89738 1.86657 -7.58182  0.127
H 2.50984 0.38536 -5.96629  0.110
H 1.98463 1.76345 -5.11939  0.088
H 4.03763 -0.32001 -4.05615  0.065
H 3.19902 1.12411 -3.21873  0.072
H 4.92903 0.91193 -3.41896  0.079
H 1.13727 1.46112 -7.51753  0.052
H 1.55641 2.93889 -8.33250  0.061
C -0.67352 -2.09619 1.28978  -0.058
C 0.43520 -1.09185 0.94225  -0.380
C -0.19645 -0.05344 -0.05385  -0.180
O 0.52374 1.14298 -0.06217  -0.225
C 1.80193 1.29943 -0.67302  -0.088
N 1.10625 -0.59567 2.16572  0.079
H -0.46202 -2.54064 2.26232  0.072
H -0.74103 -2.86871 0.52378  0.058
H -1.66790 -1.65866 1.37851  0.062
H 1.18673 -1.67599 0.41112  0.110
H -1.16969 0.30165 0.28501  0.120
H -0.24615 -0.47588 -1.05743  0.103
H 1.95537 2.22494 -1.22798  0.073
H 2.11868 0.47571 -1.31275  0.071
H 2.45030 1.17065 0.19366  0.082
H 0.36988 -0.20404 2.73536  0.032
H 1.65051 0.17397 1.80305  0.051
C 4.72412 3.45817 -0.97033  -0.064
C 5.13911 4.82606 -1.44100  -0.431
C 6.71254 5.01863 -1.39639  -0.182
O 6.93764 6.31676 -1.90161  -0.202
C 8.29169 6.71084 -1.70065  -0.106
N 4.69307 4.97395 -2.78376  0.036
H 5.37567 3.14609 -0.15413  0.075
H 4.88592 2.65815 -1.69274  0.069
H 3.72806 3.56091 -0.53973  0.064
H 4.48236 5.53465 -0.93635  0.137
H 7.30167 4.43474 -2.10357  0.129
H 7.12600 4.84843 -0.40232  0.113
H 8.66868 6.30549 -0.76168  0.084
H 8.38841 7.79653 -1.69504  0.083
H 8.98755 6.52334 -2.51841  0.082
H 5.11449 5.84432 -3.07524  0.064
H 5.30021 4.38371 -3.33430  0.069

=====

The least stable of them is *a*.